{"formula": "C26H53Cl3IIrN12O3", "method": "wB97M-V/def2-TZVPD", "species": ["Ir", "C", "N", "C", "C", "N", "C", "C", "N", "C", "C", "N", "C", "N", "C", "C", "N", "C", "C", "C", "C", "N", "C", "N", "C", "C", "N", "C", "C", "N", "C", "C", "H", "H", "H", "H", "H", "H", "H", "H", "H", "H", "H", "H", "H", "H", "H", "H", "H", "H", "H", "H", "H", "H", "H", "H", "H", "H", "H", "H", "H", "H", "H", "H", "H", "H", "H", "H", "H", "H", "H", "H", "H", "H", "H", "H", "H", "H", "H", "H", "N", "C", "O", "C", "I", "H", "H", "H", "H", "Cl", "C", "Cl", "Cl", "C", "O", "O", "N", "C", "H"], "xyz": [[0.52784, 0.32872, -0.72725], [-1.27322, 2.15154, 3.37141], [-1.70208, 2.79164, 2.14444], [-2.44726, 4.03484, 2.34785], [-1.49428, 2.27998, 0.89496], [-0.28289, 1.82742, 0.52487], [0.86304, 2.39288, 1.24143], [1.56538, 1.31330, 2.05099], [1.74589, 0.03058, 1.31179], [3.10074, -0.07068, 0.71830], [3.38951, 1.13336, -0.15365], [2.26395, 1.31315, -1.08072], [2.45793, 1.90378, -2.20717], [1.36168, 1.75702, -3.20649], [1.80396, 0.97527, -4.41086], [0.89683, 3.12542, -3.60533], [3.50465, 2.69520, -2.50181], [4.25357, 2.68711, -3.76568], [3.97996, 3.68287, -1.52169], [1.57372, -1.08577, 2.27353], [0.12719, -1.45993, 2.58609], [-0.37779, -2.44796, 1.67676], [-1.26124, -3.37679, 2.13993], [-1.91849, -3.30760, 3.30954], [-2.11308, -4.47719, 4.17101], [-2.43391, -2.05169, 3.85615], [-1.46651, -4.41705, 1.31776], [-2.65184, -5.26493, 1.40695], [-0.48806, -4.84079, 0.32112], [-2.54728, 2.37361, 0.07424], [-3.91579, 2.15377, 0.54892], [-2.42994, 2.39179, -1.36741], [-2.09154, 2.20232, 4.09166], [-0.40178, 2.63307, 3.82461], [-1.06835, 1.09977, 3.18990], [-1.87918, 4.67132, 3.02788], [-3.42821, 3.85696, 2.79171], [-2.57432, 4.55713, 1.40409], [0.57936, 3.21731, 1.89301], [1.54310, 2.82228, 0.50705], [0.96367, 1.08483, 2.92445], [2.52802, 1.67088, 2.43212], [3.13511, -0.97747, 0.11622], [3.86544, -0.13664, 1.49992], [4.30588, 0.97673, -0.72496], [3.53129, 2.02391, 0.45733], [2.29626, 1.63442, -5.11831], [0.92451, 0.54562, -4.87964], [2.48187, 0.18550, -4.09483], [0.54896, 3.64719, -2.71572], [0.08289, 3.02729, -4.31741], [1.71496, 3.66815, -4.06799], [4.28116, 1.69487, -4.20441], [5.28074, 2.96041, -3.53158], [3.87182, 3.41468, -4.48493], [3.21308, 3.87197, -0.77392], [4.16175, 4.61601, -2.05408], [4.90619, 3.37299, -1.03743], [2.06410, -0.80934, 3.21239], [2.10229, -1.96039, 1.89242], [-0.51091, -0.57385, 2.48015], [0.05649, -1.79969, 3.62392], [-1.59147, -5.34177, 3.77232], [-3.17034, -4.71255, 4.29442], [-1.69225, -4.24555, 5.15008], [-2.42418, -1.27260, 3.09985], [-1.87038, -1.74789, 4.74053], [-3.46933, -2.21720, 4.15564], [-3.43148, -4.75725, 1.96546], [-2.42328, -6.22483, 1.87140], [-2.99709, -5.44637, 0.38980], [-0.99122, -4.93351, -0.64064], [-0.09214, -5.81739, 0.60531], [0.31582, -4.11742, 0.25699], [-4.55477, 2.98141, 0.24177], [-3.94356, 2.06032, 1.62686], [-4.29873, 1.22791, 0.11782], [-1.59629, 3.02595, -1.66725], [-3.34569, 2.81898, -1.77405], [-2.30713, 1.39688, -1.78182], [0.15584, -2.24223, -3.04074], [1.35655, -2.06871, -2.52871], [1.60132, -1.24950, -1.60931], [2.47581, -2.92656, -3.06153], [4.38735, -2.01256, -2.93042], [-0.63921, -1.77662, -2.60337], [-0.00423, -2.92093, -3.76803], [2.30509, -3.19030, -4.10207], [2.52551, -3.84630, -2.48054], [-2.59221, -3.42836, -1.07237], [-3.23138, -1.94166, -0.32593], [-4.18563, -2.39827, 1.08233], [-4.23814, -1.08822, -1.49674], [-2.07217, -0.97782, 0.08968], [-2.14687, -0.37646, 1.14089], [-1.13175, -0.92241, -0.78084], [-0.91964, 0.80867, -3.27823], [0.05593, 0.96045, -2.53691], [-0.91548, 1.17952, -4.22522]], "mulliken_charge": [2.56, -0.92, 0.49, -1.21, -0.21, 0.21, -0.84, -1.51, 0.91, -2.04, -0.85, 0.57, -0.94, 0.40, -0.87, -0.86, 0.51, -1.12, -1.05, -1.87, -0.28, 0.02, 0.40, 0.31, -1.21, -0.95, 0.26, -1.11, -0.96, 0.23, -0.96, -0.95, 0.50, 0.26, 0.27, 0.41, 0.38, 0.37, 0.86, -0.15, 0.83, 0.32, 0.24, 0.58, 0.91, 0.53, 0.51, 0.39, 0.14, 0.25, 0.50, 0.38, 0.37, 0.40, 0.36, 0.21, 0.46, 0.36, 0.45, 0.37, -0.40, 0.81, 0.40, 0.41, 0.38, 0.14, 0.37, 0.41, 0.41, 0.38, 0.45, 0.43, 0.40, 0.19, 0.33, 0.35, 0.22, 0.28, 0.43, 0.15, -0.04, 0.47, -0.51, -1.70, 0.12, -0.04, 0.29, 0.64, 0.50, -0.29, 1.23, -0.12, -0.08, -0.92, -0.34, -0.13, -0.53, -0.08, 0.33], "spin_multiplicity": 2, "orbital_gap_ev": [8.90, 6.00], "e_above_lowest_kcal_mol": 11.05, "total_charge": 3, "lumo_energy_ev": [-7.021, -9.920]}

=====

{"formula": "C26H54BrNO13PS", "method": "wB97M-V/def2-TZVPD", "species": ["C", "C", "C", "C", "S", "C", "C", "O", "Br", "P", "N", "O", "O", "H", "H", "H", "H", "H", "H", "H", "H", "H", "H", "H", "H", "H", "H", "O", "C", "O", "C", "C", "C", "H", "H", "H", "H", "H", "H", "H", "H", "O", "C", "O", "C", "C", "C", "H", "H", "H", "H", "H", "H", "H", "H", "O", "C", "O", "C", "C", "C", "H", "H", "H", "H", "H", "H", "H", "H", "O", "C", "O", "C", "C", "C", "H", "H", "H", "H", "H", "H", "H", "H", "O", "C", "O", "C", "C", "C", "H", "H", "H", "H", "H", "H", "H", "H"], "xyz": [[0.96088, 3.83550, -1.94213], [0.75578, 2.46877, -1.00013], [1.67790, 1.30513, -1.69976], [1.08606, 2.75994, 0.57914], [1.03747, 1.07137, 1.47226], [-0.48689, 1.00697, 2.62259], [-1.48528, -0.13343, 1.91527], [-2.80587, 0.04287, 2.00306], [-0.59374, -1.66196, 0.93948], [2.85968, 0.80807, 2.64337], [3.21808, 2.25796, 3.26667], [2.63826, -0.38787, 3.89860], [4.08091, 0.21456, 1.52265], [1.84351, 3.61482, -2.68741], [1.25094, 4.77800, -1.31073], [-0.00894, 3.95782, -2.59173], [-0.39745, 2.20539, -1.06298], [1.29974, 1.22119, -2.82892], [2.78463, 1.69697, -1.71836], [1.54978, 0.23142, -1.24430], [2.07669, 3.35048, 0.77785], [0.18322, 3.37013, 1.06577], [-0.08542, 0.60184, 3.65018], [-1.01475, 2.05987, 2.69965], [3.20533, 2.10770, 4.31944], [2.07746, -1.15345, 3.52323], [4.16669, -0.78043, 1.66950], [-4.04930, -5.71268, -0.59282], [-4.55309, -4.76570, 0.00644], [-3.79086, -3.72214, 0.40193], [-4.30481, -2.48770, 0.93390], [-4.54728, -2.60130, 2.42580], [-6.00386, -4.78888, 0.39188], [-5.19331, -2.16202, 0.38515], [-3.53575, -1.72822, 0.75314], [-5.30050, -3.35928, 2.65490], [-4.88328, -1.64445, 2.83584], [-3.62887, -2.90271, 2.94068], [-6.11812, -5.34338, 1.32422], [-6.56447, -5.29567, -0.40219], [-6.44852, -3.79981, 0.49256], [1.61179, -1.10663, -2.62138], [2.21764, -1.29908, -3.67285], [1.93696, -0.56113, -4.76970], [2.70957, -0.57187, -5.98376], [2.27134, -1.70226, -6.89350], [3.21488, -2.41537, -3.78783], [3.78175, -0.59473, -5.76806], [2.51624, 0.38449, -6.48270], [2.43395, -2.67849, -6.42992], [2.82134, -1.67197, -7.83857], [1.19963, -1.62818, -7.10652], [2.68837, -3.34501, -4.00775], [3.73691, -2.51271, -2.82883], [3.98656, -2.24103, -4.53631], [3.68021, 3.97551, -3.53903], [3.79525, 5.03104, -4.15733], [3.47587, 6.20615, -3.57122], [3.75178, 7.50259, -4.13166], [2.65249, 7.92396, -5.08638], [4.20420, 5.03078, -5.60184], [4.74398, 7.52983, -4.59147], [3.78312, 8.20383, -3.29010], [2.57560, 7.24313, -5.93780], [2.83715, 8.93318, -5.46580], [1.68085, 7.90928, -4.58129], [3.32605, 4.84909, -6.22284], [4.92997, 4.22374, -5.75551], [4.69898, 5.94751, -5.91952], [3.36234, 6.94653, 9.17112], [3.33315, 6.07518, 8.30534], [3.73921, 6.34790, 7.04551], [3.92599, 5.36222, 6.01375], [2.61993, 5.07035, 5.30206], [2.76198, 4.71923, 8.60366], [4.40084, 4.46067, 6.41169], [4.63503, 5.79327, 5.29794], [1.87557, 4.64969, 5.98275], [2.77723, 4.36393, 4.48182], [2.19125, 5.99269, 4.89594], [1.67699, 4.75620, 8.49772], [3.01644, 4.45665, 9.63708], [3.16786, 3.92366, 7.98040], [-7.73291, -8.96917, 3.13910], [-7.12706, -9.16162, 2.08763], [-7.40774, -8.42367, 0.99078], [-6.63513, -8.43441, -0.22328], [-7.07336, -9.56480, -1.13302], [-6.12982, -10.27791, 1.97265], [-5.56295, -8.45727, -0.00759], [-6.82846, -7.47805, -0.72223], [-6.91075, -10.54103, -0.66944], [-6.52336, -9.53451, -2.07809], [-8.14507, -9.49072, -1.34604], [-6.65633, -11.20755, 1.75272], [-5.60779, -10.37525, 2.93164], [-5.35814, -10.10357, 1.22417]], "mulliken_charge": [-0.64, 0.43, -1.08, -0.93, 0.30, -0.29, 0.37, -0.45, 0.00, 0.62, -0.58, -0.49, -0.47, 0.03, 0.30, 0.27, 0.25, 0.29, 0.24, 0.46, 0.49, 0.38, 0.35, 0.33, 0.21, 0.37, 0.35, -0.60, 0.64, -0.30, -0.15, -0.91, -0.72, 0.32, 0.05, 0.36, 0.33, 0.22, 0.23, 0.15, 0.36, -0.65, 0.90, -0.34, -0.38, -1.01, -1.21, 0.34, 0.33, 0.28, 0.36, 0.32, 0.30, 0.29, 0.40, -0.65, 0.84, -0.35, -0.39, -0.99, -1.06, 0.38, 0.32, 0.27, 0.37, 0.29, 0.25, 0.32, 0.36, -0.56, 0.70, -0.36, -0.50, -0.61, -0.83, 0.34, 0.34, 0.25, 0.13, 0.34, 0.23, 0.30, 0.29, -0.58, 0.73, -0.36, -0.03, -1.14, -0.87, 0.38, 0.03, 0.29, 0.37, 0.32, 0.24, 0.30, 0.32], "spin_multiplicity": 1, "orbital_gap_ev": 6.81, "total_charge": 1, "lumo_energy_ev": -4.394}